Entry 1:
Density functional theory data (ωB97M-V/def2-TZVPD) for a 3-piece molecular cluster, C16H27F2N3O4S overall.

Values from the calculation:
2S+1: 1
HOMO-LUMO gap (eV): 8.48
SMILES: CC[C@@H](F)N(Cc1ccccc1)S(=O)(=O)F.CN(C)C=O.CN(C)C=O
Lowest unoccupied orbital energy (eV): 0.023
Energy relative to the best compared isomer or geometry (same formula, charge and spin) (kJ/mol): 401.0

The geometry in XYZ format:
```
53
Properties=species:S:1:pos:R:3:nbo_charge:R:1
S 1.08 -5.15 3.39 2.3252
F 0.99 -5.09 5.08 -0.4531
F 3.73 -4.23 3.80 -0.3774
O 1.92 -6.33 2.91 -0.8397
O -0.78 0.75 -0.72 -0.6347
O -0.33 -5.44 2.93 -0.8489
O -0.07 3.76 -3.47 -0.6376
N -0.78 0.58 -3.01 -0.4329
N 1.68 -3.63 2.81 -0.6405
N -1.20 5.73 -3.19 -0.4313
C -1.14 7.17 -3.06 -0.3987
C -0.84 -2.27 3.60 -0.2288
C -0.08 4.97 -3.36 0.5369
C 0.89 -3.21 1.61 -0.2881
C 3.89 -2.44 2.14 -0.4427
C 0.03 -0.62 -3.01 -0.4121
C 3.77 -1.25 3.20 -0.6395
C -2.62 -0.95 1.42 -0.1983
C -1.12 1.16 -1.82 0.5404
C -3.03 -0.79 2.91 -0.2340
C -2.12 -1.46 3.98 -0.2166
C 3.13 -3.79 2.54 0.3515
C -0.43 -2.41 2.10 -0.0208
C -1.22 1.13 -4.28 -0.3920
C -2.50 5.08 -3.15 -0.4175
C -1.35 -1.75 1.04 -0.2112
H 3.64 -0.27 2.59 0.2218
H 3.40 -4.58 1.76 0.1965
H 0.98 -0.40 -2.52 0.2108
H -2.51 4.36 -2.32 0.2122
H -0.11 7.52 -3.11 0.2139
H 5.01 -2.72 2.06 0.2376
H 4.81 -1.13 3.70 0.2221
H -3.21 -0.49 0.56 0.2294
H -0.22 -2.76 4.42 0.2291
H -0.48 -1.40 -2.44 0.2021
H -3.96 -0.21 3.19 0.2286
H 2.93 -1.36 3.96 0.2379
H 0.21 -0.96 -4.03 0.2061
H -0.34 1.38 -4.88 0.2034
H -1.82 2.02 -4.13 0.2190
H 3.59 -2.16 1.07 0.2161
H -1.57 7.46 -2.10 0.1984
H 0.53 -4.06 0.94 0.2412
H -3.29 5.81 -3.01 0.2101
H -2.40 -1.37 5.08 0.2234
H -1.82 0.38 -4.80 0.1833
H -1.08 -1.88 -0.05 0.2212
H 0.85 5.56 -3.38 0.1112
H -2.65 4.53 -4.08 0.2095
H -1.71 7.63 -3.87 0.1966
H -1.74 2.06 -1.94 0.1085
H 1.44 -2.47 0.93 0.2522
```

***

Entry 2:
Density functional theory data (ωB97M-V/def2-TZVPD) for C32H38AsKN6O2PS as an isolated structure.

Values from the calculation:
Net charge: +1
2S+1: 1
HOMO-LUMO gap (eV): 8.14
Lowest unoccupied orbital energy (eV): -2.034
Energy relative to the best compared isomer or geometry (same formula, charge and spin) (kJ/mol): 0.0

The geometry in XYZ format:
```
82
Properties=species:S:1:pos:R:3:lowdin_charge:R:1
As -2.20 0.42 3.55 1.3012
K -0.36 0.89 -3.61 0.6286
S 0.07 3.86 -4.01 0.5738
P -0.24 1.47 -0.49 1.0221
O -3.13 1.52 -3.52 -0.1011
O 1.06 -1.23 -3.65 -0.0569
N 2.21 1.66 -4.45 -0.0054
N 2.54 2.76 -3.66 -0.0891
N -3.43 -1.90 -3.92 0.1821
N -1.21 -1.53 -3.75 0.0938
N 0.32 -3.35 -3.74 -0.0371
N 2.23 4.88 -2.93 0.1008
C -3.32 -3.09 1.51 -0.0922
C -1.65 -0.73 6.14 -0.1300
C -1.98 -3.82 -3.90 0.0092
C 2.39 4.09 1.32 -0.0742
C -1.27 -3.62 2.63 -0.0902
C 2.76 -2.05 -0.45 -0.0922
C 0.67 2.94 0.08 -0.3821
C 1.68 3.81 -3.52 -0.8826
C -2.24 -1.42 2.88 -0.4207
C 0.14 4.18 -0.28 -0.1300
C 1.71 -3.80 -3.71 0.0070
C -1.23 -2.34 3.16 -0.1111
C 1.84 5.32 0.97 -0.0810
C -0.78 1.03 2.30 -0.4401
C 0.77 0.53 6.55 -0.0848
C 0.71 5.35 0.17 -0.0940
C 0.57 -1.16 -0.01 -0.0905
C -2.19 -2.40 -3.86 -0.3746
C -0.70 -4.23 -3.84 -0.0319
C 0.09 -1.98 -3.71 -0.5198
C 1.80 2.91 0.89 -0.0970
C -1.38 1.14 0.90 -0.4492
C 1.45 -2.23 -0.03 -0.0732
C -2.31 -3.99 1.80 -0.0926
C 3.17 -0.80 -0.88 -0.0746
C 0.98 0.11 -0.41 -0.3807
C 0.26 -0.31 7.52 -0.0869
C -1.14 0.11 5.15 -0.4407
C 2.29 0.27 -0.87 -0.1234
C -3.29 -1.82 2.07 -0.1404
C 0.08 0.74 5.37 -0.1157
C -0.95 -0.94 7.32 -0.0814
H 2.42 0.79 -3.96 0.0623
H 1.62 5.62 -2.65 0.0869
H 1.71 -4.88 -3.61 0.0955
H 4.19 -0.64 -1.22 0.1087
H -0.44 -1.34 0.34 0.0949
H 2.22 1.97 1.22 0.1065
H -2.34 -4.99 1.39 0.1018
H -3.57 -0.91 -3.91 0.0916
H -4.23 -2.51 -4.01 0.1143
H 3.27 4.04 1.96 0.1067
H -3.52 1.75 -2.66 0.0553
H -2.79 -4.52 -3.98 0.1116
H -2.11 1.95 0.86 0.0785
H 2.70 1.69 -5.34 0.1063
H 1.72 1.03 6.70 0.1035
H -0.43 2.01 2.62 0.0595
H 3.46 -2.87 -0.44 0.1077
H -2.60 -1.24 6.00 0.1042
H 0.06 0.34 2.35 0.0678
H 2.21 -3.51 -4.63 0.1052
H 3.13 4.83 -2.47 0.1112
H -4.15 -3.38 0.88 0.1006
H 1.12 -3.20 0.32 0.1053
H -0.41 -2.06 3.81 0.1056
H -0.72 4.23 -0.94 0.0862
H 0.27 6.30 -0.10 0.1091
H 3.52 2.93 -3.49 0.1468
H -4.11 -1.13 1.86 0.0938
H -3.17 2.34 -4.02 0.0530
H -0.49 -4.32 2.88 0.1058
H 2.21 -3.34 -2.86 0.0779
H 2.62 1.24 -1.21 0.0940
H -1.36 -1.60 8.07 0.1055
H 0.81 -0.47 8.44 0.1045
H 2.29 6.23 1.32 0.1063
H -0.42 -5.28 -3.86 0.1365
H -1.94 0.24 0.62 0.0514
H 0.50 1.39 4.62 0.0863
```

***

Entry 3:
Density functional theory data (ωB97M-V/def2-TZVPD) for a 2-piece molecular cluster, C5H15NO2 overall.

Values from the calculation:
2S+1: 1
HOMO-LUMO gap (eV): 10.10
SMILES: CC(C)[C@H](N)CO.O
Lowest unoccupied orbital energy (eV): 0.605
Energy relative to the best compared isomer or geometry (same formula, charge and spin) (kJ/mol): 110.8

The geometry in XYZ format:
```
23
Properties=species:S:1:pos:R:3:nbo_charge:R:1
O 0.53 -0.92 4.72 -0.9474
O -0.35 -0.43 1.80 -0.7321
N 1.40 0.54 -0.13 -0.8375
C -0.77 -0.55 0.45 -0.0787
C 0.89 0.71 -2.85 -0.6180
C -0.20 0.10 -1.97 -0.2238
C -0.02 0.42 -0.48 -0.0557
C -1.62 0.34 -2.44 -0.6061
H -1.98 -0.27 -3.25 0.2189
H 1.96 -0.25 -0.45 0.3500
H -1.84 1.39 -2.63 0.2086
H 0.01 -0.60 3.98 0.4786
H -2.31 0.15 -1.61 0.2004
H 1.48 0.48 0.87 0.3614
H -1.82 -0.24 0.35 0.1689
H 0.57 1.02 -3.85 0.2123
H 1.38 -1.20 4.36 0.4687
H -0.51 -1.53 0.06 0.1803
H -0.44 1.44 -0.34 0.1661
H 1.40 1.52 -2.37 0.2311
H -0.03 -0.99 -1.93 0.1821
H 1.70 -0.01 -2.97 0.2073
H -0.43 0.51 2.02 0.4647
```